Entry from the Open Molecules 2025 dataset: 2 unconnected molecules or ions with the total composition C5H9BrF6NPSi at a distorted geometry (ωB97M-V/def2-TZVPD).

The value obtained for the HOMO-LUMO gap is 9.10 eV. The value obtained for the total energy is -4054.6995 hartree. For the max |F|, the calculation gives 3.09 eV/A.

XYZ file:
```
24
Properties=species:S:1:pos:R:3:forces:R:3
N -0.2288 1.2999 -0.7213 0.33 1.15 0.02
F 0.8756 -2.2075 -1.7165 0.00 -0.20 -0.12
C 2.4020 -0.2178 1.2939 0.37 -0.70 -0.39
H 0.2232 3.3689 -0.3880 -0.70 0.40 -0.28
H -1.4240 -0.4304 -2.5746 -0.38 -0.33 -0.17
P 2.3024 -0.3885 -0.5783 -1.42 1.84 -0.03
C 0.5057 2.3685 -0.1116 -0.67 -0.42 2.74
C 1.3104 -1.9359 -0.4698 -0.03 -1.40 -0.60
F 1.2275 -0.0229 1.8838 -0.42 0.41 0.07
Si -1.6312 0.6812 -0.3470 -1.82 -2.39 -0.73
F 0.2060 -1.8665 0.2944 0.43 -0.05 0.14
F 3.2147 0.7793 1.5442 0.54 1.87 0.36
F 2.9677 -1.2527 1.8901 0.17 -1.38 0.56
H -3.1985 -0.3005 -1.9488 0.02 0.30 -0.91
H -2.2733 -1.5108 -1.3175 0.60 -1.11 0.02
C -2.9596 0.4635 1.1113 0.70 1.54 0.68
H 1.5402 2.3596 -0.3524 1.18 -0.44 -0.19
F 2.0624 -2.9916 -0.0762 -0.77 0.12 0.09
H -3.3432 -0.5442 0.8938 -0.54 0.61 0.04
H -3.7036 1.3312 1.2640 0.67 -1.60 -1.01
Br 4.2529 -1.1396 -0.9908 1.14 -0.59 -0.12
C -2.1535 -0.5587 -1.7824 -0.33 1.98 2.29
H -2.5708 0.4327 2.1583 0.40 -0.19 -0.89
H 0.3958 2.2828 1.0413 0.53 0.57 -1.59
```
Positions in Å, forces in eV/Å.


Entry from the Open Molecules 2025 dataset: a gas-phase ion, C5H9Cl2N4 (charge +1) (ωB97M-V/def2-TZVPD).

The value obtained for the HOMO-LUMO gap is 10.60 eV. The charge is +1. The value obtained for the total energy is -1335.0917 hartree. For the energy relative to the best compared isomer or geometry (same formula, charge and spin), the calculation gives 0.0 kcal per mole. For the max |F|, the calculation gives 0.34 eV/A.

XYZ file:
```
20
Properties=species:S:1:pos:R:3:forces:R:3
N 0.6733 0.4056 0.4110 -0.05 0.11 0.06
Cl 2.8173 -0.9619 0.9883 0.00 0.02 0.04
H -1.6287 3.9088 0.1687 -0.13 -0.10 0.30
H 1.3518 0.8544 2.3593 0.04 -0.02 0.07
C 0.4855 -2.0521 0.0451 -0.12 0.14 0.03
Cl 1.4603 -3.4736 -0.3650 0.01 -0.04 -0.04
H 0.1420 -2.1595 1.0742 0.10 -0.09 0.04
H -0.3814 -1.8479 -1.9336 -0.01 0.03 0.01
H -0.4190 0.7683 -1.3375 0.10 -0.06 0.01
H -2.3401 2.6555 -0.7848 0.10 0.09 -0.17
C -0.7049 -1.9756 -0.8986 -0.04 -0.03 0.06
C 1.3883 -0.8143 -0.0270 0.06 0.12 0.00
H 1.7292 -0.6284 -1.0465 -0.03 -0.09 -0.02
H -1.2596 -2.9085 -0.8384 0.02 -0.04 -0.04
N -1.6156 2.9572 -0.1577 0.03 -0.01 -0.21
H -1.4008 -1.1870 -0.6099 0.01 0.03 0.01
C -0.6927 2.1102 0.3028 0.12 -0.08 0.23
C 0.7126 1.1245 1.5380 -0.10 -0.08 -0.15
N -0.2031 1.0707 -0.3995 -0.26 -0.02 -0.06
N -0.1146 2.1537 1.5111 0.15 0.12 -0.15
```
Positions in Å, forces in eV/Å.


Entry from the Open Molecules 2025 dataset: 2 unconnected molecules or ions with the total composition C5H9Cl2NO2 at a distorted geometry (ωB97M-V/def2-TZVPD).

The value obtained for the HOMO-LUMO gap is 9.28 eV. The value obtained for the total energy is -1321.3390 hartree. For the energy relative to the best compared isomer or geometry (same formula, charge and spin), the calculation gives 67.1 kcal per mole. For the max |F|, the calculation gives 4.85 eV/A.

XYZ file:
```
19
Properties=species:S:1:pos:R:3:forces:R:3
C -1.7573 -1.2098 0.9783 0.35 -0.83 -1.36
H 0.1758 -0.8053 -0.0671 -1.08 -0.69 0.24
C -1.3720 1.3555 0.8071 -3.91 2.00 2.07
Cl -0.2412 -3.1565 0.2057 1.03 -1.65 -0.35
H 4.2913 -0.1204 -0.4465 0.13 0.21 -0.52
H 0.9961 0.7990 -2.5858 0.95 -0.16 0.21
C -2.3926 0.1484 0.9445 0.76 1.74 0.43
N 2.7173 0.3389 -1.7186 0.24 0.06 0.90
C 3.2318 -0.0428 -0.5892 -1.06 -0.43 0.94
Cl 2.3058 -0.4992 0.8029 0.66 0.35 -0.56
H -1.7919 2.4861 0.8293 0.11 -2.74 -0.49
H -0.7865 1.4386 1.6724 1.28 -0.49 1.19
H -0.8008 1.2697 -0.0264 1.80 -0.30 -2.46
C -0.5666 -1.5197 0.3330 -3.48 1.70 1.93
H -2.5474 -1.9911 1.3710 2.26 1.09 -0.90
O 1.2954 0.3390 -1.7734 0.32 -0.05 0.06
O 3.3977 0.7097 -2.6710 -0.60 0.19 -0.89
H -3.0592 0.2609 1.8069 0.41 0.17 0.18
H -3.0957 0.1990 0.1271 -0.17 -0.16 -0.61
```
Positions in Å, forces in eV/Å.